The following is a quantum chemistry calculation of C6H9NO3S in the gas phase at a distorted geometry, from OMol25.

Positions of all 20 atoms, in Å:
H 2.84 1.79 -1.27
H 2.70 0.32 -2.20
O 2.23 -0.25 0.61
C 0.06 -0.47 1.37
H -2.94 -0.54 -1.72
S -1.30 0.73 -0.87
H -1.44 -1.00 -2.00
C 1.51 0.33 -0.32
H -1.60 -1.62 1.71
H 1.91 -1.34 2.24
H -0.68 -0.93 3.26
H -1.81 -0.14 2.24
O -2.34 1.36 -0.10
C 2.14 1.03 -1.53
N -2.06 -0.75 -1.27
O -0.73 1.34 -2.04
C 1.40 -0.70 1.63
H 1.14 1.47 -2.01
C 0.03 0.18 0.12
C -1.07 -0.82 2.14

Output
E_tot in eV: -24833.119
Structure (SMILES): Cc1coc(C)c1S(N)(=O)=O

=====

The following is a quantum chemistry calculation of C6H9NO3S in the gas phase at a distorted geometry, from OMol25.

Positions of all 20 atoms, in Å:
C 1.07 0.63 -0.28
H -1.18 0.02 -0.76
N 2.09 0.88 -2.65
O -0.68 2.57 -0.62
C 1.69 0.74 -1.59
H -0.07 0.71 2.16
C -1.20 -2.77 -0.87
O 1.55 3.19 0.57
H 0.90 -2.37 -0.48
C -0.20 -0.40 -0.35
H -0.88 -3.30 -1.84
H -2.18 -2.33 -1.25
O -0.36 -1.14 0.83
H -1.59 -3.67 -0.29
H 0.50 2.44 2.64
H -1.32 2.20 2.25
C -0.04 -1.89 -0.29
S 0.42 2.31 0.30
C -0.18 1.85 2.06
H 1.67 0.34 0.47

Output
E_tot in eV: -24831.995
Structure (SMILES): C[C@@H]1O[C@H]1[C@@H](C#N)S(C)(=O)=O

=====

The following is a quantum chemistry calculation of C6H9NOS in the gas phase at a distorted geometry, from OMol25.

Positions of all 18 atoms, in Å:
H 0.85 -1.25 0.26
C -2.15 -0.23 -0.19
H 1.31 1.78 0.54
C 0.91 0.88 0.09
H 1.90 0.71 2.33
C 1.95 -0.34 1.98
H -0.24 2.21 -2.65
N -1.76 0.97 -0.09
C 1.24 -0.26 0.71
O 0.09 2.14 -1.75
H -2.98 -0.24 0.41
S -0.21 -0.59 -1.95
H -1.28 -2.11 -0.35
C -0.02 0.99 -1.09
H -2.37 -1.74 -1.65
H 2.93 -0.67 1.77
H 1.43 -0.97 2.68
C -1.60 -1.28 -1.06

Output
E_tot in eV: -20737.514

=====

Please write out number 1 again, unchanged.
The following is a quantum chemistry calculation of C6H9NO3S in the gas phase at a distorted geometry, from OMol25.

Positions of all 20 atoms, in Å:
H 2.84 1.79 -1.27
H 2.70 0.32 -2.20
O 2.23 -0.25 0.61
C 0.06 -0.47 1.37
H -2.94 -0.54 -1.72
S -1.30 0.73 -0.87
H -1.44 -1.00 -2.00
C 1.51 0.33 -0.32
H -1.60 -1.62 1.71
H 1.91 -1.34 2.24
H -0.68 -0.93 3.26
H -1.81 -0.14 2.24
O -2.34 1.36 -0.10
C 2.14 1.03 -1.53
N -2.06 -0.75 -1.27
O -0.73 1.34 -2.04
C 1.40 -0.70 1.63
H 1.14 1.47 -2.01
C 0.03 0.18 0.12
C -1.07 -0.82 2.14

Output
E_tot in eV: -24833.119
Structure (SMILES): Cc1coc(C)c1S(N)(=O)=O

=====

Q: Which value of E_tot does entry 1 give?
A: -24833.119 eV

=====

Q: Number 1 is which compound?
A: C6H9NO3S